Formula: C23H24N2O6S
Source: the OMol25 dataset
Level of theory: wB97M-V/def2-TZVPD

Element x y z (Å)
C (-5.642, -0.753, -0.078)
H (-5.380, 0.290, 0.111)
O (-4.690, -1.370, -0.917)
C (-3.365, -1.338, -0.619)
C (-2.530, -1.619, -1.700)
C (-1.159, -1.659, -1.577)
C (-0.583, -1.395, -0.340)
C (-1.402, -1.114, 0.754)
C (-2.781, -1.099, 0.643)
O (-3.606, -0.875, 1.718)
C (-3.020, -0.755, 2.994)
H (-2.367, 0.121, 3.064)
H (-2.453, -1.653, 3.257)
H (-3.855, -0.640, 3.685)
H (-0.911, -0.928, 1.694)
C (0.842, -1.458, -0.132)
N (1.462, -1.237, 0.991)
C (2.782, -1.495, 0.742)
C (2.915, -1.869, -0.569)
O (1.676, -1.843, -1.122)
C (4.067, -2.285, -1.404)
H (4.472, -1.426, -1.941)
H (4.849, -2.711, -0.781)
H (3.741, -3.022, -2.134)
C (3.795, -1.375, 1.810)
H (3.384, -1.720, 2.758)
H (4.704, -1.923, 1.568)
S (4.280, 0.362, 2.143)
C (5.117, 0.750, 0.581)
C (4.201, 1.038, -0.599)
O (4.554, 0.782, -1.735)
N (3.043, 1.638, -0.289)
H (2.812, 1.775, 0.685)
C (2.149, 2.136, -1.308)
C (0.683, 1.938, -1.025)
C (-0.162, 1.592, -2.068)
C (-1.545, 1.537, -1.917)
C (-2.046, 1.834, -0.676)
C (-1.202, 2.146, 0.390)
C (0.160, 2.213, 0.242)
H (0.784, 2.484, 1.078)
O (-1.957, 2.386, 1.510)
C (-3.301, 2.336, 1.082)
O (-3.349, 1.889, -0.255)
H (-3.872, 1.651, 1.722)
H (-3.744, 3.347, 1.147)
H (-2.195, 1.282, -2.736)
H (0.260, 1.377, -3.037)
H (2.327, 3.215, -1.439)
H (2.432, 1.637, -2.238)
H (5.799, -0.061, 0.326)
H (5.704, 1.649, 0.777)
H (-0.536, -1.887, -2.426)
H (-3.007, -1.815, -2.647)
H (-5.755, -1.281, 0.871)
H (-6.579, -0.797, -0.633)

* orbital gap: 8.24 eV
* structure (SMILES): COc1ccc(-c2nc(CSCC(=O)NCc3ccc4c(c3)OCO4)c(C)o2)cc1OC
* relative energy (zero: lowest compared OMol25 entry of this formula, charge and spin): 1.748 eV
* maximum force: 1.30 eV/A
* highest occupied orbital energy: -7.60 eV

Need the natural (NBO) charges? In units of e they are: atom 1 (C): -0.24, atom 2 (H): 0.18, atom 3 (O): -0.50, atom 4 (C): 0.28, atom 5 (C): -0.25, atom 6 (C): -0.18, atom 7 (C): -0.14, atom 8 (C): -0.21, atom 9 (C): 0.22, atom 10 (O): -0.52, atom 11 (C): -0.26, atom 12 (H): 0.18, atom 13 (H): 0.18, atom 14 (H): 0.20, atom 15 (H): 0.24, atom 16 (C): 0.50, atom 17 (N): -0.48, atom 18 (C): 0.03, atom 19 (C): 0.28, atom 20 (O): -0.41, atom 21 (C): -0.68, atom 22 (H): 0.27, atom 23 (H): 0.22, atom 24 (H): 0.23, atom 25 (C): -0.53, atom 26 (H): 0.25, atom 27 (H): 0.22, atom 28 (S): 0.19, atom 29 (C): -0.63, atom 30 (C): 0.67, atom 31 (O): -0.65, atom 32 (N): -0.62, atom 33 (H): 0.41, atom 34 (C): -0.24, atom 35 (C): -0.03, atom 36 (C): -0.21, atom 37 (C): -0.24, atom 38 (C): 0.22, atom 39 (C): 0.31, atom 40 (C): -0.29, atom 41 (H): 0.22, atom 42 (O): -0.50, atom 43 (C): 0.23, atom 44 (O): -0.49, atom 45 (H): 0.17, atom 46 (H): 0.15, atom 47 (H): 0.23, atom 48 (H): 0.22, atom 49 (H): 0.20, atom 50 (H): 0.24, atom 51 (H): 0.24, atom 52 (H): 0.25, atom 53 (H): 0.23, atom 54 (H): 0.23, atom 55 (H): 0.19, atom 56 (H): 0.19

Formula: C10H13ClN2O4S
Source: the OMol25 dataset
Level of theory: wB97M-V/def2-TZVPD

Element x y z (Å)
C (-1.681, -0.676, 0.672)
N (-0.343, -0.141, 0.911)
C (0.794, -0.860, 0.329)
C (-0.180, 1.016, 1.493)
H (-1.603, -1.762, 0.604)
H (-2.333, -0.374, 1.495)
H (-2.097, -0.289, -0.267)
H (0.498, -1.910, 0.207)
H (1.072, -0.438, -0.653)
H (1.663, -0.767, 0.998)
H (0.808, 1.473, 1.476)
H (-1.066, 1.526, 1.875)
O (0.903, 6.741, 10.059)
N (1.461, 5.640, 9.845)
O (2.220, 5.086, 10.674)
C (1.202, 4.976, 8.607)
C (1.731, 3.688, 8.386)
C (1.187, 2.898, 7.377)
C (0.164, 3.399, 6.556)
S (-0.691, 2.273, 5.389)
C (0.196, 1.984, 3.890)
Cl (1.729, 1.358, 4.070)
O (-0.863, 1.046, 6.133)
O (-1.837, 3.026, 4.911)
C (-0.274, 4.730, 6.717)
C (0.257, 5.529, 7.724)
H (2.512, 3.311, 9.043)
H (1.529, 1.872, 7.250)
H (0.096, 2.805, 3.183)
H (-1.064, 5.124, 6.082)
H (-0.085, 6.550, 7.883)

* orbital gap: 6.14 eV
* relative energy (zero: lowest compared OMol25 entry of this formula, charge and spin): 6.910 eV
* maximum force: 3.19 eV/A
* highest occupied orbital energy: -7.21 eV

Need the natural (NBO) charges? In units of e they are: atom 1 (C): -0.42, atom 2 (N): -0.32, atom 3 (C): -0.42, atom 4 (C): 0.06, atom 5 (H): 0.22, atom 6 (H): 0.24, atom 7 (H): 0.22, atom 8 (H): 0.22, atom 9 (H): 0.22, atom 10 (H): 0.24, atom 11 (H): 0.22, atom 12 (H): 0.25, atom 13 (O): -0.38, atom 14 (N): 0.49, atom 15 (O): -0.38, atom 16 (C): 0.09, atom 17 (C): -0.20, atom 18 (C): -0.20, atom 19 (C): -0.26, atom 20 (S): 2.14, atom 21 (C): -0.87, atom 22 (Cl): -0.04, atom 23 (O): -0.94, atom 24 (O): -0.98, atom 25 (C): -0.20, atom 26 (C): -0.20, atom 27 (H): 0.25, atom 28 (H): 0.25, atom 29 (H): 0.20, atom 30 (H): 0.25, atom 31 (H): 0.25